{
  "formula": "C26H31N5O3S",
  "method": "ωB97M-V/def2-TZVPD",
  "elements": ["C", "C", "C", "O", "C", "C", "C", "C", "N", "C", "O", "C", "C", "C", "O", "N", "C", "N", "N", "C", "C", "C", "C", "C", "C", "C", "C", "N", "C", "C", "C", "C", "S", "C", "C", "H", "H", "H", "H", "H", "H", "H", "H", "H", "H", "H", "H", "H", "H", "H", "H", "H", "H", "H", "H", "H", "H", "H", "H", "H", "H", "H", "H", "H", "H", "H"],
  "xyz": [[2.1466, -1.9749, 5.9352], [3.1453, -1.3917, 4.9431], [3.5057, -2.4069, 3.8540], [2.4345, -2.6715, 2.9705], [2.1880, -1.8172, 1.9378], [2.8598, -0.6258, 1.6885], [2.5179, 0.1621, 0.6023], [1.4979, -0.2238, -0.2564], [1.0794, 0.5559, -1.3433], [1.6489, 1.6789, -1.8368], [2.6755, 2.1864, -1.4450], [0.8089, 2.3391, -2.9366], [1.5690, 3.4245, -3.6733], [0.6839, 4.2256, -4.6011], [0.9120, 5.3724, -4.9095], [-0.4370, 3.6033, -5.0851], [-0.8991, 2.3058, -4.9660], [-2.0304, 2.0256, -5.4504], [-2.5950, 0.8548, -5.5942], [-3.0249, 0.0783, -4.6665], [-3.6884, -1.1819, -5.1269], [-2.8575, 0.3533, -3.2608], [-2.9894, -0.5609, -2.2806], [-2.6040, -0.4004, -0.9021], [-2.0228, 0.7629, -0.3823], [-1.5447, 0.8205, 0.9038], [-1.6263, -0.2875, 1.7656], [-1.1236, -0.2319, 3.0338], [-0.2084, 0.8245, 3.3968], [-1.2000, -1.3794, 3.9034], [-2.2641, -1.4358, 1.2669], [-2.7294, -1.4850, -0.0245], [0.2028, 1.1202, -4.1668], [0.8322, -1.4245, -0.0171], [1.1702, -2.2063, 1.0635], [1.8243, -1.2173, 6.6459], [1.2759, -2.3560, 5.4077], [2.5963, -2.7956, 6.4892], [4.0598, -1.1001, 5.4624], [2.7202, -0.5010, 4.4765], [4.3908, -2.0811, 3.2950], [3.7278, -3.3738, 4.3153], [3.6582, -0.2879, 2.3297], [3.0501, 1.0810, 0.4224], [0.2465, 0.2140, -1.8079], [-0.0798, 2.7585, -2.4481], [2.3754, 2.9753, -4.2609], [2.0353, 4.1109, -2.9629], [-1.0291, 4.1927, -5.6618], [-3.8030, -1.1535, -6.2061], [-3.0791, -2.0444, -4.8620], [-4.6653, -1.2910, -4.6599], [-2.5150, 1.3525, -3.0260], [-3.3493, -1.5489, -2.5369], [-1.9390, 1.6440, -1.0012], [-1.0980, 1.7397, 1.2450], [-0.7312, 1.7811, 3.4867], [0.5924, 0.9275, 2.6578], [0.2418, 0.5959, 4.3597], [-2.2222, -1.7581, 3.9398], [-0.9232, -1.0810, 4.9125], [-0.5328, -2.1863, 3.5783], [-2.3722, -2.3125, 1.8835], [-3.1906, -2.3959, -0.3810], [0.0421, -1.7398, -0.6821], [0.6593, -3.1378, 1.2493]],
  "forces_ev_per_angstrom": [[0.1, 0.2, -0.1], [-0.1, -0.4, -0.2], [0.3, 0.3, 0.3], [-0.3, -0.1, -0.1], [-0.1, 0.1, -0.2], [0.0, -0.3, 0.3], [-0.1, 0.1, -0.2], [0.3, -0.1, 0.4], [-0.2, -0.2, -0.2], [-0.4, 0.0, -0.3], [0.2, 0.1, 0.1], [0.0, 0.0, -0.3], [0.2, 0.1, 0.2], [0.2, -0.1, 0.2], [0.1, 0.1, 0.0], [-0.5, 0.5, -0.4], [0.2, -1.2, 0.4], [0.3, 2.1, 0.5], [-0.4, -2.0, -0.8], [0.1, 0.3, -0.3], [0.1, 0.0, 0.0], [-0.1, -0.1, 0.9], [-0.1, 0.4, -1.0], [0.2, 0.0, 0.7], [-0.2, -0.2, -0.1], [0.0, 0.1, 0.1], [-0.2, 0.0, -0.1], [0.1, 0.0, 0.2], [0.0, 0.2, -0.1], [-0.1, -0.1, -0.1], [0.0, -0.1, 0.3], [0.0, 0.3, -0.3], [-0.2, 0.3, -0.1], [0.2, 0.1, 0.0], [0.2, 0.0, 0.2], [-0.1, 0.0, 0.1], [-0.1, 0.0, 0.0], [0.0, -0.1, 0.1], [0.0, 0.1, 0.0], [0.1, 0.1, 0.0], [-0.1, -0.1, 0.0], [0.1, 0.1, -0.1], [0.1, 0.0, 0.1], [0.0, 0.0, 0.0], [0.1, 0.2, 0.0], [0.1, 0.0, 0.0], [0.0, 0.0, 0.0], [-0.1, 0.0, -0.1], [0.1, 0.0, 0.1], [0.0, 0.0, 0.0], [0.0, -0.1, 0.0], [-0.1, -0.1, 0.0], [0.1, 0.0, 0.1], [0.0, -0.1, -0.1], [0.0, 0.1, -0.1], [0.1, 0.1, 0.1], [0.1, 0.1, 0.0], [0.0, 0.0, 0.0], [0.0, 0.0, 0.0], [0.0, -0.1, 0.0], [0.0, 0.0, 0.0], [0.0, -0.1, 0.0], [0.0, -0.1, 0.1], [0.0, -0.1, 0.0], [-0.1, 0.0, -0.1], [-0.1, -0.1, 0.0]],
  "lowdin_charge": [-0.10, -0.22, -0.20, -0.05, -0.27, -0.02, 0.00, -0.22, 0.12, -0.48, 0.09, -0.46, -0.11, -0.47, 0.08, 0.11, -0.58, 0.01, 0.04, -0.36, -0.04, -0.07, -0.04, -0.25, -0.04, -0.02, -0.24, -0.17, -0.05, -0.06, -0.03, -0.04, 1.03, -0.02, 0.00, 0.07, 0.06, 0.07, 0.11, 0.09, 0.12, 0.13, 0.11, 0.10, 0.09, 0.13, 0.14, 0.13, 0.16, 0.08, 0.08, 0.08, 0.09, 0.11, 0.10, 0.10, 0.09, 0.08, 0.08, 0.09, 0.08, 0.08, 0.10, 0.11, 0.12, 0.12],
  "relative_energy_kj_mol": 199.2,
  "lumo_ev": 0.0533,
  "total_energy_ha": -1907.0324,
  "smiles": "CCCOc1ccc(NC(=O)[C@H]2CC(=O)N/C(=N/N=C(C)\\C=C\\c3ccc(N(C)C)cc3)S2)cc1",
  "homo_ev": -7.5,
  "max_force_ev_per_a": 2.21
}